1.
# C6H5N3O3

A single C6H5N3O3 molecule in a non-equilibrium geometry (ωB97M-V/def2-TZVPD, the Open Molecules 2025 dataset).

## Properties
Gap between HOMO and LUMO in eV: 11.41
SMILES string: CC(=O)OC(C#N)(C#N)C(N)=O
E in Eh: -621.57523
Relative energy (zero: lowest compared OMol25 entry of this formula, charge and spin) in kJ/mol: 181.0
Largest force on an atom in eV/Å: 4.8
HOMO in eV: -11.2
E_LUMO in eV: 0.26
2S+1: 1

Element x y z (Å)
C -2.35 1.18 -0.01
C -0.90 1.55 -0.24
O -0.39 2.59 -0.37
O -0.35 0.22 -0.37
C 1.07 -0.15 -0.24
C 1.70 0.16 -1.51
N 2.07 0.31 -2.59
C 1.61 0.50 0.97
N 1.80 0.86 2.02
C 1.27 -1.65 0.08
N 0.13 -2.30 0.40
O 2.38 -2.06 0.03
H -2.23 0.70 0.99
H -2.59 0.62 -0.86
H -2.86 2.26 0.01
H -0.64 -1.70 0.73
H 0.28 -3.10 0.94

In elementary charge units, the Mulliken charges are: -0.9162, 0.5965, -0.4275, -0.3558, 1.6107, -0.1305, -0.4489, -0.0701, -0.4484, 0.0736, -0.3974, -0.5082, 0.2688, 0.3420, 0.2879, 0.2522, 0.2711

2.
# C41H67Br2N3O6

10 unconnected molecules or ions with the total composition C41H67Br2N3O6 in a non-equilibrium geometry (ωB97M-V/def2-TZVPD, the Open Molecules 2025 dataset).

## Properties
Gap between HOMO and LUMO in eV: 9.84
SMILES string: c1ccncc1.c1ccncc1.c1ccncc1.C1CCOC1.C1CCOC1.C1CCOC1.C1CCOC1.C1CCOC1.C1CCOC1.BrCCBr
E in Eh: -7366.02978
Largest force on an atom in eV/Å: 2.2
HOMO in eV: -9.5
E_LUMO in eV: 0.31
2S+1: 1

Element x y z (Å)
C 2.15 0.20 -5.69
C 2.16 1.57 -5.90
C 2.40 2.42 -4.82
N 2.74 1.98 -3.61
C 2.82 0.65 -3.43
C 2.50 -0.25 -4.42
H 1.80 -0.51 -6.43
H 1.81 1.93 -6.86
H 2.40 3.49 -4.94
H 2.99 0.32 -2.41
H 2.59 -1.31 -4.24
C -1.04 2.13 7.13
C -0.78 1.32 6.03
C 0.09 1.77 5.04
N 0.63 2.98 5.05
C 0.31 3.80 6.06
C -0.51 3.40 7.10
H -1.73 1.81 7.90
H -1.23 0.34 5.96
H 0.35 1.08 4.24
H 0.67 4.82 5.95
H -0.72 4.12 7.89
C 0.79 -2.62 -2.72
C 0.84 -3.28 -3.94
C 1.86 -4.20 -4.15
N 2.86 -4.36 -3.28
C 2.85 -3.64 -2.16
C 1.80 -2.79 -1.79
H -0.03 -1.95 -2.50
H 0.04 -3.17 -4.65
H 1.88 -4.84 -5.02
H 3.69 -3.88 -1.51
H 1.82 -2.25 -0.86
C -0.73 0.99 1.40
C -0.97 0.98 -0.06
C 0.42 0.82 -0.66
O 1.03 -0.11 0.27
C 0.50 0.07 1.58
H -1.61 0.71 1.99
H -0.46 1.99 1.76
H -1.57 1.75 -0.54
H -1.48 0.04 -0.33
H 1.05 1.71 -0.78
H 0.41 0.34 -1.64
H 1.26 0.66 2.10
H 0.27 -0.78 2.22
C -0.50 3.90 -3.18
C -1.88 4.24 -2.63
C -1.55 5.17 -1.47
O -0.48 5.95 -1.94
C 0.37 5.12 -2.71
H -0.53 3.90 -4.27
H -0.11 2.94 -2.87
H -2.46 3.38 -2.29
H -2.46 4.81 -3.35
H -1.42 4.58 -0.54
H -2.41 5.79 -1.20
H 1.22 4.73 -2.15
H 0.77 5.64 -3.58
C -1.83 0.83 -5.00
C -2.48 0.50 -3.65
C -2.53 -1.04 -3.64
O -1.71 -1.49 -4.71
C -1.67 -0.48 -5.72
H -0.94 1.46 -4.97
H -2.59 1.47 -5.47
H -3.43 0.99 -3.49
H -1.87 0.89 -2.83
H -3.50 -1.53 -3.77
H -2.12 -1.37 -2.68
H -2.49 -0.63 -6.44
H -0.76 -0.62 -6.30
C -1.15 -3.26 2.00
C -0.50 -4.04 0.84
C -1.48 -5.23 0.66
O -2.68 -4.84 1.29
C -2.30 -4.15 2.46
H -1.67 -2.41 1.55
H -0.49 -2.89 2.78
H 0.48 -4.37 1.17
H -0.42 -3.40 -0.04
H -1.04 -6.08 1.19
H -1.62 -5.53 -0.38
H -2.07 -4.92 3.20
H -3.10 -3.49 2.81
C 4.80 -1.61 4.74
C 3.34 -1.88 5.05
C 2.69 -0.49 4.85
O 3.76 0.45 4.89
C 4.96 -0.20 5.31
H 4.96 -1.50 3.67
H 5.46 -2.37 5.15
H 3.02 -2.20 6.04
H 2.89 -2.55 4.32
H 2.02 -0.31 5.71
H 2.11 -0.37 3.93
H 5.10 -0.12 6.39
H 5.77 0.31 4.79
C -5.17 -1.25 -0.95
C -4.21 -1.66 0.16
C -5.11 -1.66 1.41
O -6.38 -1.19 0.99
C -6.54 -1.56 -0.39
H -4.96 -1.74 -1.91
H -5.06 -0.19 -1.18
H -3.34 -1.01 0.27
H -3.80 -2.66 -0.02
H -4.72 -0.97 2.16
H -5.16 -2.64 1.90
H -7.28 -0.91 -0.86
H -6.88 -2.60 -0.45
Br 4.46 1.24 -0.13
C 3.91 1.89 1.66
C 5.06 2.51 2.41
Br 5.69 4.13 1.44
H 3.46 1.05 2.18
H 3.09 2.58 1.50
H 5.84 1.79 2.64
H 4.68 2.93 3.34

Atom charges from the Mulliken analysis, given in e for atoms 1 to 99: -0.3905, -0.5711, -0.2938, -0.3349, -0.4344, -0.1905, 0.4887, 0.3810, 0.4369, 0.3578, 0.4955, -0.4173, -0.7145, -0.0108, -0.4206, -0.3638, -0.2954, 0.3938, 0.4334, 0.7102, 0.3995, 0.3674, 0.5141, -0.4280, -0.4790, -0.6039, -0.6504, -0.0535, -0.1444, 0.4035, 0.3842, 0.4031, 0.6106, -0.9781, 0.7514, 0.1030, -0.3180, 1.1389, 0.5000, 0.3935, 0.1925, -0.6384, 0.1049, -0.2483, -0.7272, -0.2335, 0.4903, -0.4347, -0.5184, -0.4593, -0.5143, 0.2536, -0.4765, 0.1682, 0.3730, 0.1766, 0.3978, 0.2993, 0.3058, -0.0464, 0.6883, 0.0966, -0.4186, -0.4780, -0.2480, 0.3216, 0.6591, -0.9367, -0.0100, -0.0670, 0.1577, 0.2889, 0.2095, 0.3353, -0.7045, -0.4012, -0.7302, -0.3806, 0.5099, 0.4106, -0.5475, 0.3384, 0.3836, 0.3038, 0.3069, -0.4861, -0.6794, 0.6693, -0.4210, -0.4557, 0.2187, 0.4009, 0.3360, 0.2680, 0.1683, -0.5935, 0.2868, 0.2272, -0.1113

3.
# C5H8O

A molecular structure, C5H8O (ωB97M-V/def2-TZVPD, the Open Molecules 2025 dataset).

## Properties
Gap between HOMO and LUMO in eV: 10.38
E in Eh: -270.47376
Relative energy (zero: lowest compared OMol25 entry of this formula, charge and spin) in kJ/mol: 220.9
Largest force on an atom in eV/Å: 0.4
HOMO in eV: -9.2
E_LUMO in eV: 1.16
2S+1: 1

Element x y z (Å)
C 0.92 -1.29 0.87
C 0.11 -0.83 -0.33
O -1.29 -0.68 0.04
C -1.28 0.63 -0.49
C -0.31 1.55 0.18
C 0.16 0.60 -0.89
H 0.52 -2.26 1.20
H 0.83 -0.60 1.71
H 1.98 -1.42 0.62
H 0.20 -1.56 -1.15
H -2.16 0.97 -1.04
H -0.42 2.59 -0.11
H 0.08 1.39 1.18
H 0.65 0.90 -1.81

In elementary charge units, the Mulliken charges are: -1.2213, 0.3206, -0.4338, -0.0437, -0.6698, -0.2784, 0.3064, 0.2580, 0.3296, 0.3100, 0.3729, 0.2594, 0.1454, 0.3446

4.
# C13H32BF3N3O5Si

2 unconnected molecules or ions with the total composition C13H32BF3N3O5Si in a non-equilibrium geometry (ωB97M-V/def2-TZVPD, the Open Molecules 2025 dataset).

## Properties
Gap between HOMO and LUMO in eV: 5.46
E in Eh: -1668.73576
Largest force on an atom in eV/Å: 7.1
Net charge: -1
HOMO in eV: -3.4
E_LUMO in eV: 2.03
2S+1: 1

Element x y z (Å)
C 3.45 -0.67 2.84
C 2.37 -1.45 1.87
C 0.87 -0.73 1.87
N 0.64 0.18 0.68
Si -1.06 -0.14 0.08
C -1.45 1.27 -1.17
O -1.06 2.62 -0.71
O -1.09 2.72 0.59
N -2.10 -0.16 1.55
C -3.55 0.14 1.27
C -4.53 -1.17 1.17
C -4.63 -2.03 2.61
B -0.97 -1.82 -0.87
O 0.32 -2.10 -1.59
N -2.05 -2.88 -0.94
C -1.43 -4.12 -0.29
C -2.30 -3.10 -2.43
H 4.40 -1.36 2.95
H 3.76 0.32 2.30
H 3.04 -0.50 3.94
H 2.25 -2.54 2.33
H 2.78 -1.54 0.77
H 0.78 -0.17 2.91
H 0.10 -1.63 1.94
H 1.34 -0.03 -0.07
H -2.59 1.23 -1.47
H -0.85 1.08 -2.18
H -0.56 3.58 0.77
H -1.71 0.40 2.34
H -3.75 0.79 0.32
H -3.94 0.78 2.19
H -4.33 -1.87 0.25
H -5.63 -0.75 1.01
H -4.74 -3.15 2.30
H -5.62 -1.76 3.21
H -3.70 -1.84 3.30
H 0.98 -2.52 -0.96
H -0.66 -4.64 -1.01
H -2.29 -4.81 0.09
H -0.80 -3.74 0.64
H -3.47 -2.97 -2.58
H -1.90 -4.14 -2.81
H -1.80 -2.28 -3.11
C 1.65 3.31 -0.85
C 2.20 4.30 -1.86
O 3.62 4.37 -1.86
C 4.38 3.35 -2.57
O 3.95 3.22 -3.82
C 4.49 1.98 -1.79
F 4.61 2.19 -0.45
F 5.60 1.28 -2.15
F 3.43 1.14 -1.95
H 2.21 3.34 0.09
H 0.60 3.53 -0.64
H 1.69 2.29 -1.23
H 1.87 5.30 -1.55
H 1.79 4.13 -2.85
H 5.40 3.74 -2.44

In elementary charge units, the Mulliken charges are: -0.9500, -0.3788, -0.1854, -0.2231, -0.1960, -0.5395, -0.2935, -0.2803, 0.0170, -0.6447, -0.2036, -0.9599, 0.7453, -0.5749, 0.0561, -0.8864, -0.8709, 0.3148, 0.2072, 0.2816, 0.2473, 0.2212, 0.1762, 0.0681, 0.2215, 0.2858, 0.3169, 0.4046, 0.2505, 0.0758, 0.2981, 0.0886, 0.3319, 0.2441, 0.2807, 0.2510, 0.2939, 0.3119, 0.2430, 0.2132, 0.2376, 0.2742, 0.2958, -0.0977, -0.6827, -0.3457, 0.0728, -0.9132, 0.7055, -0.2830, -0.3156, -0.2256, 0.3139, 0.0407, -0.1263, 0.3376, 0.2770, 0.1753

5.
# C5H7FO3

A single C5H7FO3 molecule in a non-equilibrium geometry (ωB97M-V/def2-TZVPD, the Open Molecules 2025 dataset).

## Properties
Gap between HOMO and LUMO (alpha / beta) in eV: 7.51 / 7.52
E in Eh: -520.16489
Relative energy (zero: lowest compared OMol25 entry of this formula, charge and spin) in kJ/mol: 271.6
Largest force on an atom in eV/Å: 5.1
HOMO (alpha / beta) in eV: -7.8 / -7.8
E_LUMO (alpha / beta) in eV: -0.29 / -0.28
2S+1: 1

Element x y z (Å)
C 1.19 -1.10 -0.27
C 1.59 -0.47 0.86
C 0.34 -0.38 -1.27
C -1.04 0.03 -0.51
C -0.83 1.14 0.43
O 1.52 0.87 0.95
O -1.58 -1.07 0.13
O -0.83 2.40 0.18
F -1.09 0.93 1.71
H 1.07 -2.15 -0.31
H 1.99 -1.06 1.66
H 0.70 0.47 -1.80
H 0.05 -1.12 -2.14
H -1.54 0.13 -1.35
H -0.86 -1.55 0.72
H -0.68 2.93 1.01

In elementary charge units, the Mulliken charges are: -0.9088, 0.0566, -0.5086, -0.2106, 0.5120, -0.6625, -0.5774, -0.4179, -0.2086, 0.4401, 0.3799, 0.3960, 0.2887, 0.5955, 0.4293, 0.3962

6.
# C4H7NO2

2 unconnected molecules or ions with the total composition C4H7NO2 in a non-equilibrium geometry (ωB97M-V/def2-TZVPD, the Open Molecules 2025 dataset).

## Properties
Gap between HOMO and LUMO in eV: 11.90
SMILES string: CCC(=O)O.C#N
E in Eh: -361.82551
Relative energy (zero: lowest compared OMol25 entry of this formula, charge and spin) in kJ/mol: 145.3
Largest force on an atom in eV/Å: 2.8
HOMO in eV: -11.4
E_LUMO in eV: 0.53
2S+1: 1

Element x y z (Å)
C -1.47 -1.25 0.20
C -1.49 0.16 -0.31
C -0.24 0.94 -0.07
O 0.90 0.59 0.04
O -0.54 2.25 0.20
H -1.82 -1.88 -0.60
H -2.05 -1.28 1.06
H -0.42 -1.34 0.37
H -1.73 0.28 -1.43
H -2.32 0.70 0.04
H 0.26 2.80 0.22
C 3.63 -0.61 0.19
N 4.69 -0.88 -0.12
H 2.58 -0.49 0.22

In elementary charge units, the Mulliken charges are: -0.8710, -0.4141, 0.5035, -0.5947, -0.4755, 0.2714, 0.3130, 0.2364, 0.2567, 0.3888, 0.3463, 0.1818, -0.3468, 0.2040